Record 1
{
  "formula": "C19H23B3Cl2F4N10O6Ti",
  "method": "ωB97M-V/def2-TZVPD",
  "max_force_ha_per_bohr": 0.0718,
  "multiplicity": 1,
  "e_homo_ev": [-7.30, -7.30],
  "e_tot_ha": -3980.99176,
  "homo_lumo_gap_ev": [5.30, 5.30],
  "elements": ["Ti", "C", "C", "N", "O", "B", "F", "F", "O", "N", "C", "C", "C", "N", "O", "B", "F", "F", "O", "N", "C", "C", "C", "H", "H", "H", "H", "H", "H", "H", "H", "H", "H", "H", "H", "C", "C", "N", "N", "C", "B", "N", "C", "C", "C", "N", "N", "C", "C", "C", "N", "H", "H", "H", "H", "H", "H", "H", "H", "H", "H", "Cl", "C", "Cl", "C", "O", "O", "H"],
  "positions_angstrom": [[-0.48400, -0.31036, 0.23059], [1.91856, 3.42483, -0.07240], [1.33757, 2.06657, -0.31576], [0.26444, 1.62718, 0.42703], [-0.05129, 2.43739, 1.41847], [-1.19150, 2.13274, 2.42137], [-2.35980, 2.62722, 1.87590], [-0.80189, 2.73094, 3.58374], [-1.32690, 0.66140, 2.71504], [-1.81686, 0.05992, 1.58409], [-3.07740, 0.05763, 1.31101], [-4.16114, 0.25964, 2.29727], [-3.29349, -0.09723, -0.14090], [-2.17818, -0.01613, -0.77589], [-2.18534, -0.03837, -2.12034], [-1.12265, 0.85784, -2.72226], [-1.37731, 0.89227, -4.06138], [-1.12661, 2.07309, -2.08165], [0.29670, 0.24727, -2.67785], [1.02894, 0.02368, -1.48960], [1.83796, 1.21711, -1.24615], [2.99469, 1.46150, -2.14254], [-4.60761, -0.18941, -0.81796], [1.23510, 4.03019, 0.51291], [2.10762, 3.92308, -1.02192], [2.85775, 3.34269, 0.47766], [-3.74187, 0.46049, 3.27874], [-4.78087, -0.63973, 2.33428], [-4.79457, 1.09860, 2.00614], [3.71988, 0.64605, -2.07746], [3.50689, 2.37934, -1.86978], [2.66772, 1.53881, -3.18339], [-5.37034, -0.56351, -0.13826], [-4.52713, -0.84956, -1.67932], [-4.90557, 0.79774, -1.17902], [2.68354, -2.74908, -3.02992], [1.95215, -1.58196, -3.10577], [1.83390, -1.10311, -1.86411], [2.41868, -1.92775, -0.96342], [2.95243, -2.91897, -1.68339], [2.52528, -1.94416, 0.66009], [2.81500, -0.57176, 1.23833], [4.02469, -0.00858, 1.47444], [3.83782, 1.04562, 2.33386], [2.44936, 1.04762, 2.58613], [1.85131, 0.07023, 1.93226], [1.28930, -2.57464, 1.33068], [1.25773, -3.78945, 1.90892], [0.03055, -3.97557, 2.50245], [-0.65668, -2.78777, 2.23793], [0.09633, -1.95393, 1.53822], [2.96748, -3.38844, -3.84589], [1.49297, -1.06850, -3.92931], [3.50457, -3.68952, -1.17251], [3.45671, -2.68696, 0.82637], [4.92087, -0.41323, 1.03200], [4.58730, 1.70568, 2.73620], [1.86651, 1.72103, 3.19682], [2.13058, -4.42093, 1.88165], [-0.31743, -4.83349, 3.04920], [-1.66439, -2.51213, 2.50110], [-1.87350, -5.65711, -0.91988], [-0.89144, -4.27729, -1.39882], [-0.79968, -4.15280, -3.17769], [-1.38622, -2.94301, -0.82293], [-2.45074, -2.86753, -0.24007], [-0.51483, -2.00638, -0.98949], [0.11831, -4.45729, -1.04223]],
  "forces_ev_per_angstrom": [[3.7, 0.0, -0.5], [0.0, 0.0, 0.0], [0.2, -0.3, -0.4], [-1.6, -2.5, -0.9], [-0.3, 0.3, 1.3], [0.8, 0.3, -0.3], [-0.2, -0.1, 0.0], [-0.1, 0.0, 0.0], [-0.3, -0.4, -0.1], [-0.8, 0.9, 0.9], [-0.1, -0.1, -0.1], [0.0, 0.2, 0.0], [-0.1, 0.0, -0.1], [-0.8, 0.7, -0.7], [0.0, -0.1, 0.3], [0.3, -0.2, -0.1], [0.0, 0.0, 0.0], [-0.1, 0.1, 0.0], [-0.4, 0.0, 0.0], [-0.1, 0.5, 0.0], [-0.1, 0.1, 0.3], [0.0, -0.1, -0.1], [-0.1, -0.1, 0.1], [0.0, 0.0, 0.0], [0.0, 0.0, 0.0], [0.0, 0.0, 0.0], [0.0, 0.0, 0.0], [0.0, 0.0, 0.0], [0.0, 0.0, 0.0], [0.1, 0.0, 0.0], [0.0, 0.0, 0.0], [0.0, 0.0, 0.0], [0.0, 0.0, 0.0], [0.0, 0.0, 0.0], [0.0, 0.0, 0.0], [0.0, 0.0, 0.0], [0.0, 0.0, 0.0], [-0.2, 0.0, 0.3], [-0.1, 0.2, 0.0], [0.1, -0.1, 0.0], [0.1, 0.1, 0.0], [0.0, -0.3, 0.1], [0.0, 0.0, 0.0], [-0.1, 0.0, -0.1], [0.1, 0.1, 0.0], [0.0, 0.0, 0.1], [-0.1, 0.3, -0.2], [0.1, 0.0, 0.0], [0.0, 0.1, 0.0], [-0.1, -0.1, 0.1], [0.0, -0.1, 0.0], [0.0, 0.0, 0.0], [0.0, 0.0, 0.0], [0.0, 0.0, 0.0], [-0.1, 0.0, 0.0], [0.0, 0.0, 0.0], [0.0, 0.0, 0.0], [0.0, 0.0, 0.0], [0.0, 0.0, 0.0], [0.0, 0.0, 0.0], [0.0, 0.0, 0.0], [0.0, 0.1, 0.0], [0.1, -0.1, -0.3], [0.0, 0.0, 0.1], [-0.2, 0.0, 0.2], [0.1, 0.1, 0.0], [0.1, 0.4, 0.3], [0.0, 0.0, 0.0]],
  "mulliken_charge": [-1.964, -2.162, 0.484, 2.107, -0.611, 0.629, -0.360, -0.353, -0.557, 0.799, 0.185, -2.069, 0.957, 1.980, -0.651, 0.560, -0.350, -0.315, -0.603, 1.955, 0.014, -1.747, -1.827, 0.468, 0.537, 0.309, 0.382, 0.512, 0.363, 0.202, 0.638, 0.225, 0.474, 0.399, 0.327, -1.281, -0.495, 0.219, -0.037, -0.075, 0.211, 0.269, -0.334, -1.396, -0.077, -0.075, -0.442, -0.234, -1.477, -0.126, 1.156, 0.440, 0.542, 0.539, -0.207, 0.564, 0.451, 0.488, 0.510, 0.439, 0.438, -0.167, 0.862, -0.185, -0.214, -0.660, -0.538, -0.046]
}


Record 2
{
  "formula": "C3H3NO3",
  "method": "ωB97M-V/def2-TZVPD",
  "max_force_ha_per_bohr": 0.1139,
  "multiplicity": 1,
  "e_homo_ev": [-10.07, -10.06],
  "e_tot_ha": -396.35277,
  "homo_lumo_gap_ev": [8.91, 8.91],
  "elements": ["C", "C", "C", "N", "O", "O", "O", "H", "H", "H"],
  "positions_angstrom": [[0.72122, 0.25267, -0.19908], [-0.01063, -0.72021, -1.02216], [0.59503, 0.12910, 1.16551], [0.04316, -0.02922, 2.19298], [-0.62907, 1.24762, -0.96653], [-0.00694, -1.78958, -0.58217], [-0.37562, -0.24244, 3.27216], [1.62954, 0.75930, -0.53701], [-0.46351, -0.51502, -2.00971], [-1.50319, 0.90779, -1.31400]],
  "forces_ev_per_angstrom": [[-2.2, 3.2, -3.3], [1.8, 0.5, -2.1], [-1.3, -0.2, 2.8], [1.3, -0.1, -1.7], [0.3, 2.0, 1.2], [-1.2, -5.5, 1.6], [-0.3, 0.2, 0.5], [-0.6, 0.0, -0.3], [0.7, 0.1, 0.2], [1.6, -0.2, 1.1]],
  "mulliken_charge": [0.021, -0.281, 0.201, 0.594, -0.649, -0.435, -0.592, 0.301, 0.518, 0.321]
}


Relative energy (zero: lowest compared OMol25 entry of this formula, charge and spin): 3.420 7.392 (eV)